No. 1
This record from OMol25 describes a cluster of 2 separate species, C15H17BF2 in total at a distorted geometry. The level of theory is ωB97M-V/def2-TZVPD.

Cartesian coordinates (Å):
C 5.40674 1.30668 -0.11015
C 3.99619 0.86524 -0.27529
C 3.65652 -0.48894 -0.41419
C 2.32610 -0.90409 -0.43133
C 1.29126 0.04393 -0.33191
C 0.03649 -0.37079 0.38430
C -1.35267 0.06605 0.01725
C -2.31737 -0.69863 -0.67151
C -3.66122 -0.29807 -0.66697
C -4.07208 0.88928 -0.05154
C -5.46602 1.40509 -0.11829
C -3.11125 1.58719 0.67658
F -3.50362 2.66378 1.42763
C -1.78562 1.20786 0.71026
C 1.62803 1.41027 -0.39814
C 2.94783 1.78314 -0.17441
F 3.20162 3.03349 0.34111
H 6.05648 0.48188 -0.41862
H 5.61729 2.16478 -0.75761
H 5.64803 1.58137 0.93007
H 4.46639 -1.21871 -0.44337
H 2.06557 -1.95710 -0.51790
H 0.10004 -1.46197 0.51332
H 0.17379 0.09989 1.33685
H -2.02158 -1.57569 -1.25117
H -4.43508 -0.89688 -1.15994
H -6.10747 0.63927 -0.55673
H -5.85933 1.69982 0.86255
H -5.50151 2.28056 -0.77555
H -1.07166 1.82316 1.26670
H 0.85123 2.17083 -0.49549
B 0.19212 -4.80959 0.37763
H -0.97377 -4.80225 0.69853
H 0.53607 -5.23553 -0.70221
H 1.04248 -4.48532 1.17955

Highest occupied orbital energy (eV): -8.749
Total energy (eV): -21939.876
2S+1: 1
SMILES: Cc1ccc(Cc2ccc(C)c(F)c2)cc1F.B
Frontier orbital gap (eV): 8.41
LUMO (eV): -0.34

Okay, here come the Löwdin numbers, in e, for every atom: -0.048, -0.228, -0.031, -0.044, -0.200, -0.108, -0.199, -0.026, -0.032, -0.225, -0.041, -0.215, 0.050, 0.025, 0.041, -0.202, 0.049, 0.077, 0.087, 0.093, 0.114, 0.104, 0.118, 0.114, 0.112, 0.115, 0.077, 0.088, 0.092, 0.132, 0.127, 0.099, -0.038, -0.038, -0.037

=====

No. 2
This record from OMol25 describes a cluster of 2 separate species, C15H17BrF3O5 in total. The level of theory is ωB97M-V/def2-TZVPD.

Cartesian coordinates (Å):
C -0.56098 3.04175 -0.19342
C -0.39077 1.54276 0.04713
C -0.57228 1.14113 1.51919
C 0.15024 -0.13894 1.89164
O -0.11513 -1.18240 1.34720
C 1.20733 -0.08292 2.94176
C 2.40273 -0.76671 2.73623
C 3.39567 -0.74473 3.70047
C 3.19267 -0.06264 4.89314
C 1.99518 0.60401 5.10840
C 1.00998 0.60868 4.13013
O 0.86453 1.05790 -0.51572
C 1.97840 1.52929 -0.00809
O 2.13541 2.19456 0.96412
Br 3.45106 0.86154 -1.03887
H 0.36212 3.50115 -0.53085
H -1.33187 3.21141 -0.93997
H -0.85718 3.55199 0.72088
H -1.11785 1.01219 -0.55860
H -1.63711 0.96725 1.67253
H -0.25729 1.95473 2.16795
H 2.55025 -1.31014 1.81286
H 4.32903 -1.26046 3.52387
H 3.96279 -0.04859 5.65076
H 1.82304 1.13481 6.03373
H 0.08474 1.14211 4.29951
C -0.75564 -1.99115 -2.06436
C -0.74560 -0.77138 -2.98015
O -1.14558 -0.99894 -4.30073
C -2.60628 -0.90898 -4.52364
O -3.23276 0.01130 -3.87229
C -3.23075 -2.31508 -4.26453
F -2.46075 -3.36720 -4.66438
F -4.38201 -2.42436 -4.97934
F -3.57092 -2.57010 -2.98591
H -0.34844 -2.85579 -2.59205
H -0.14475 -1.79717 -1.17995
H -1.75932 -2.24187 -1.72246
H 0.28737 -0.40809 -3.05240
H -1.34717 0.04006 -2.55011
H -2.61212 -0.86096 -5.64369

Highest occupied orbital energy (eV): -3.697
Total energy (eV): -104264.321
2S+1: 1
Frontier orbital gap (eV): 5.99
Charge: -1
LUMO (eV): 2.29

Okay, here come the Löwdin numbers, in e, for every atom: -0.007, -0.280, -0.059, -0.349, 0.130, -0.162, -0.017, -0.071, -0.088, -0.081, -0.030, -0.062, -0.970, 0.069, 0.776, 0.084, 0.089, 0.081, 0.141, 0.142, 0.104, 0.121, 0.103, 0.098, 0.099, 0.114, -0.072, -0.310, -0.122, -0.546, -0.163, -0.546, 0.086, 0.087, 0.100, 0.074, 0.045, 0.063, 0.103, 0.090, 0.135

=====

No. 3
This record from OMol25 describes a structure of composition C15H17Cl3N3O3PRhSi. The level of theory is ωB97M-V/def2-TZVPD.

Cartesian coordinates (Å):
Rh -0.06863 0.32816 0.34643
O 0.63504 4.27834 -0.30131
C 0.23367 3.16094 -0.13572
N 1.01146 1.97981 -0.03614
C 2.35596 2.19176 0.20159
O 2.83990 3.21710 0.60371
C 3.43125 1.11769 -0.13511
C 4.71728 1.62712 -0.21975
C 5.76863 0.82309 -0.61850
C 5.52980 -0.50402 -0.94208
C 4.25167 -0.98028 -0.80678
N 3.22854 -0.19119 -0.40704
C -1.26469 2.94736 -0.06481
C -2.11589 4.02845 -0.19219
C -3.47835 3.80560 -0.08069
C -3.94027 2.51817 0.15703
C -3.02058 1.49333 0.26874
N -1.71067 1.71183 0.15029
H 4.85420 2.66923 0.02160
H 6.76756 1.23343 -0.68189
H 6.31483 -1.16572 -1.27635
H 4.00766 -2.01544 -0.99720
H -1.69287 5.00828 -0.35964
H -4.17463 4.62858 -0.16933
H -4.99567 2.31080 0.26041
H -3.31546 0.47234 0.46817
C -3.65672 -2.67012 1.04635
P -2.02892 -2.51430 0.32086
C -2.23342 -2.57198 -1.46376
C -1.11131 -3.95960 0.83861
O -1.39106 -1.22782 0.80285
H -4.09819 -3.63412 0.79103
H -4.30703 -1.87472 0.68323
H -3.56818 -2.58895 2.12960
H -2.33567 -3.59918 -1.81332
H -3.12392 -2.01194 -1.74990
H -1.36247 -2.12629 -1.94364
H -1.61152 -4.86981 0.50692
H -1.05288 -3.95454 1.92768
H -0.10154 -3.93617 0.43213
Cl 0.45525 0.48627 2.51387
Si 1.66796 -1.07264 0.06101
Cl 2.33952 -2.35305 1.50261
Cl 1.35034 -2.21578 -1.63957

Highest occupied orbital energy (eV): -12.058
Total energy (eV): -84186.727
2S+1: 1
Frontier orbital gap (eV): 7.82
Charge: +1
LUMO (eV): -4.24

Okay, here come the Löwdin numbers, in e, for every atom: 0.635, 0.139, -0.403, -0.050, -0.431, 0.121, -0.097, 0.039, 0.015, -0.003, -0.119, -0.094, -0.178, 0.031, -0.015, -0.026, -0.094, -0.005, 0.134, 0.130, 0.127, 0.091, 0.131, 0.122, 0.116, 0.095, -0.157, 0.574, -0.164, -0.162, -0.528, 0.070, 0.054, 0.071, 0.068, 0.062, 0.005, 0.069, 0.073, 0.020, 0.112, -0.286, 0.353, 0.353

=====

No. 4
This record from OMol25 describes a structure of composition C15H17Cl5IN4OPd at a distorted geometry. The level of theory is ωB97M-V/def2-TZVPD.

Cartesian coordinates (Å):
Pd 0.38846 -0.49869 -0.83492
Cl 3.00015 -0.15415 -2.16766
C 2.13707 1.33839 -2.24075
C 0.93381 1.38307 -1.61477
C 0.27688 2.62990 -1.58545
Cl -1.15157 2.78729 -0.72916
C 0.82213 3.79717 -2.25048
Cl -0.00912 5.24648 -2.19089
C 2.02728 3.70326 -2.92437
Cl 2.67646 5.03885 -3.73044
C 2.71893 2.47620 -2.91527
Cl 4.19182 2.32031 -3.65913
I -4.74680 0.65979 -3.79462
C -3.80720 -0.22070 -2.16867
C -4.51168 -0.95969 -1.22572
C -3.82645 -1.51256 -0.15146
C -2.46372 -1.31852 -0.05016
N -1.79127 -0.61146 -0.96981
C -2.44146 -0.07032 -2.00782
H -5.57996 -1.10103 -1.32434
H -4.34859 -2.08636 0.60251
H -1.89442 -1.70611 0.78532
H -1.86009 0.49195 -2.72751
N 1.52176 -3.12840 -1.03002
N 0.32890 -2.83199 -1.55477
H 2.26850 -3.27112 -1.70736
H 1.52410 -3.81149 -0.27280
H -0.43605 -3.27323 -1.04164
H 0.24526 -2.98862 -2.56195
C 1.24766 0.26970 4.53845
N 0.61602 -0.43211 3.40371
C -0.33955 -1.51517 3.68503
C 0.93376 -0.17053 2.16447
C 1.94182 0.89706 1.86368
O 0.37323 -0.85879 1.22981
H 0.63344 0.12325 5.42044
H 1.32031 1.33608 4.34882
H 2.24088 -0.12882 4.74345
H -0.53577 -1.54472 4.75074
H 0.06702 -2.47658 3.37589
H -1.27316 -1.33905 3.15630
H 2.84180 0.76813 2.46252
H 1.52818 1.88211 2.08897
H 2.21123 0.86121 0.81182

Highest occupied orbital energy (spin up / spin down) (eV): -16.566 / -16.565
Total energy (eV): -97999.437
<S²>: 6.028
2S+1: 5
Frontier orbital gap (spin up / spin down) (eV): 7.51 / 3.80
Charge: +3
LUMO (spin up / spin down) (eV): -9.05 / -12.77

Okay, here come the Löwdin numbers, in e, for every atom: 0.976, 0.750, -0.677, -0.282, -0.645, 0.887, -0.676, 0.879, -0.700, 0.844, -0.649, 0.932, 1.032, -0.712, -0.070, -0.009, -0.133, -0.074, -0.236, 0.125, 0.132, 0.093, 0.089, 0.135, 0.075, 0.151, 0.169, 0.152, 0.170, 0.020, -0.097, 0.017, -0.432, 0.032, -0.157, 0.105, 0.100, 0.116, 0.104, 0.104, 0.090, 0.109, 0.113, 0.051

=====

No. 5
This record from OMol25 describes a structure of composition C15H17CrN6OS3 at a distorted geometry. The level of theory is ωB97M-V/def2-TZVPD.

Cartesian coordinates (Å):
Cr 0.28593 0.59236 -0.00414
N -3.73915 -0.56104 -0.59012
C -2.39809 -0.49860 -0.54505
S -1.60336 0.70903 -1.51861
N -1.71848 -1.39346 0.11855
N -0.40471 -1.17618 0.05528
C 0.45871 -2.16233 -0.00616
C 1.72015 -1.76792 -0.50821
C 2.81558 -2.62198 -0.70868
C 3.93789 -2.15077 -1.34590
C 3.95721 -0.82083 -1.78173
C 2.85440 -0.02781 -1.53867
N 1.76406 -0.45858 -0.90568
H -4.23549 0.17384 -1.06115
H -4.21899 -1.16804 0.05313
H 0.17326 -3.19395 0.15449
H 2.74102 -3.64320 -0.37178
H 4.78171 -2.79639 -1.53421
H 4.80676 -0.42192 -2.31394
H 2.82996 1.00713 -1.85905
S -1.06835 1.75568 1.53267
C -0.91620 3.41317 1.03780
C -1.83151 4.36254 1.49335
C -1.70766 5.68722 1.13434
C -0.66488 6.09134 0.30598
C 0.25170 5.16670 -0.14895
C 0.14205 3.82384 0.20986
S 1.34216 2.68220 -0.32763
H -2.64302 4.02946 2.12162
H -2.41836 6.41082 1.50278
H -0.57353 7.12821 0.02158
H 1.07066 5.45736 -0.78819
C 4.97518 0.17361 2.15580
N 3.63191 0.35807 1.66202
C 2.52688 -0.14169 2.24199
N 2.68242 -0.90472 3.36128
O 1.39912 0.02505 1.77432
H 5.67699 0.53417 1.40903
H 5.16649 -0.88781 2.32985
H 5.13756 0.72739 3.08690
H 3.47333 0.95267 0.86020
H 3.47701 -0.77677 3.96447
H 1.81456 -1.15971 3.80569

Highest occupied orbital energy (spin up / spin down) (eV): -6.272 / -6.345
Total energy (eV): -87747.229
<S²>: 0.783
2S+1: 2
Frontier orbital gap (spin up / spin down) (eV): 5.35 / 5.02
LUMO (spin up / spin down) (eV): -0.92 / -1.33

Okay, here come the Löwdin numbers, in e, for every atom: 0.128, 0.102, -0.853, 0.657, 0.009, -0.196, -0.030, -0.239, -0.001, -0.047, -0.042, -0.133, -0.001, 0.090, 0.106, 0.138, 0.117, 0.111, 0.108, 0.085, 0.634, -0.685, -0.132, -0.107, -0.112, -0.137, -0.684, 0.647, 0.093, 0.094, 0.092, 0.091, -0.071, 0.047, -0.573, 0.194, -0.087, 0.089, 0.087, 0.089, 0.107, 0.094, 0.120

=====

No. 6
This record from OMol25 describes a structure of composition C15H17IIrN2 at a distorted geometry. The level of theory is ωB97M-V/def2-TZVPD.

Cartesian coordinates (Å):
C 1.30301 2.37190 0.38135
C -1.18351 1.79965 -1.85097
H 0.59071 2.92890 0.99669
H 1.54540 3.04539 -0.45797
H 2.24332 2.15008 0.90231
H -1.87002 2.36438 -1.18902
H -0.63319 2.54091 -2.46927
H -1.74744 1.13507 -2.50532
Ir 0.23748 1.10795 -0.67873
C 1.64359 0.82541 -2.03545
H 1.16853 1.09836 -2.98582
H 2.10756 -0.16579 -2.13217
H 2.43416 1.56037 -1.84474
I 2.16522 -0.47379 0.70479
C -1.43127 0.50216 3.40730
C -0.90891 1.07897 2.24402
N -0.82350 0.40415 1.09885
C -1.29931 -0.86808 1.03074
C -1.80451 -1.52951 2.18642
C -1.88358 -0.80836 3.39128
C -2.17444 -2.90230 2.05977
C -2.04150 -3.58381 0.86428
C -1.48144 -2.95500 -0.29542
C -1.24105 -3.61948 -1.51557
C -0.59634 -2.92172 -2.53346
C -0.19760 -1.58931 -2.32226
N -0.43123 -0.93565 -1.18259
C -1.10748 -1.58039 -0.19597
H -1.46129 1.10428 4.30866
H -0.52832 2.10418 2.25509
H -2.28330 -1.29726 4.27857
H -2.56704 -3.41210 2.93854
H -2.34892 -4.62966 0.77442
H -1.54763 -4.66094 -1.62590
H -0.37573 -3.39059 -3.49152
H 0.34014 -1.05080 -3.10428

Highest occupied orbital energy (spin up / spin down) (eV): -12.399 / -16.127
Total energy (eV): -29728.167
<S²>: 8.792
2S+1: 6
Frontier orbital gap (spin up / spin down) (eV): 4.65 / 5.39
Charge: +2
LUMO (spin up / spin down) (eV): -7.75 / -10.74

Okay, here come the Löwdin numbers, in e, for every atom: -0.353, -0.211, 0.022, 0.049, -0.003, 0.055, 0.050, 0.048, 1.250, -0.358, 0.045, 0.003, 0.034, 0.940, 0.003, -0.078, -0.097, -0.181, -0.125, 0.062, 0.107, 0.104, -0.113, 0.026, -0.006, -0.105, -0.085, -0.169, 0.131, 0.116, 0.147, 0.153, 0.152, 0.140, 0.131, 0.116